{"formula": "C33H44HoN2O2Si2", "method": "ωB97M-V/def2-TZVPD", "multiplicity": 5, "homo_lumo_gap_ev": [6.693, 6.692], "s2": 6.00, "charge": 1, "symbols": ["Ho", "C", "C", "C", "C", "C", "C", "C", "C", "C", "H", "H", "H", "H", "H", "H", "H", "H", "H", "H", "H", "H", "C", "O", "C", "C", "C", "C", "C", "C", "N", "N", "C", "C", "O", "C", "C", "C", "C", "C", "C", "C", "C", "H", "H", "H", "H", "H", "H", "H", "H", "H", "H", "H", "H", "H", "C", "Si", "C", "C", "C", "Si", "C", "C", "C", "H", "H", "H", "H", "H", "H", "H", "H", "H", "H", "H", "H", "H", "H", "H", "H", "H", "H", "H"], "xyz": [[0.414, 1.274, -0.533], [3.400, 0.934, -3.119], [3.028, 1.787, -1.937], [2.220, 2.931, -2.087], [1.894, 3.710, -0.934], [0.986, 4.897, -0.982], [2.397, 3.299, 0.310], [3.294, 2.225, 0.430], [3.833, 1.861, 1.787], [3.580, 1.472, -0.694], [4.447, 1.061, -3.432], [2.737, 1.182, -3.975], [3.178, -0.093, -2.921], [1.774, 3.231, -3.047], [1.488, 5.790, -0.600], [0.141, 4.774, -0.283], [0.622, 5.170, -1.951], [2.116, 3.862, 1.172], [4.801, 1.366, 1.666], [3.146, 1.219, 2.323], [3.955, 2.756, 2.376], [4.126, 0.541, -0.598], [-1.415, 2.819, -3.004], [-1.380, 1.864, -1.916], [-2.688, 1.283, -1.709], [-3.703, 1.388, -2.656], [-4.889, 0.692, -2.380], [-5.072, 0.029, -1.152], [-4.036, -0.084, -0.274], [-2.843, 0.517, -0.549], [-1.737, 0.464, 0.348], [-2.102, -0.002, 1.510], [-1.310, 0.072, 2.574], [-0.110, 0.848, 2.623], [0.430, 1.451, 1.614], [0.527, 1.020, 3.905], [-0.003, 0.457, 5.044], [-1.149, -0.349, 4.982], [-1.549, -1.076, 6.104], [-2.524, -2.026, 5.979], [-3.102, -2.349, 4.744], [-2.773, -1.574, 3.635], [-1.757, -0.620, 3.744], [-1.201, 2.264, -3.940], [-0.614, 3.521, -2.757], [-2.334, 3.342, -3.058], [-3.524, 1.759, -3.651], [-5.696, 0.795, -3.119], [-6.102, -0.311, -1.012], [-4.134, -0.558, 0.691], [1.400, 1.680, 3.955], [0.476, 0.550, 6.009], [-1.108, -0.903, 7.062], [-2.766, -2.618, 6.871], [-3.779, -3.179, 4.658], [-3.147, -1.785, 2.646], [-1.699, -2.094, -1.997], [0.091, -1.682, -2.406], [0.764, -3.143, -3.363], [0.028, -0.131, -3.591], [0.916, -1.063, -0.900], [1.314, -2.437, 0.316], [2.878, -3.363, -0.197], [1.759, -1.946, 2.084], [-0.130, -3.664, 0.571], [-1.961, -3.142, -1.957], [-2.371, -1.642, -2.718], [-1.944, -1.679, -1.050], [0.101, -3.234, -4.248], [0.738, -4.145, -2.865], [1.772, -3.039, -3.784], [0.544, -0.349, -4.514], [0.627, 0.676, -3.198], [-1.015, 0.134, -3.877], [1.920, -0.664, -1.191], [3.801, -2.853, 0.010], [2.852, -3.607, -1.260], [2.948, -4.329, 0.313], [2.425, -1.043, 2.195], [2.302, -2.796, 2.518], [0.833, -1.714, 2.617], [-0.564, -4.161, -0.318], [-1.027, -3.157, 1.007], [0.235, -4.362, 1.313]]}


{"formula": "C33H44KN4S4", "method": "ωB97M-V/def2-TZVPD", "homo_lumo_gap_ev": 6.329, "de_lowest_kcal_mol": 21.6, "charge": 1, "symbols": ["K", "C", "C", "S", "C", "C", "S", "C", "C", "S", "C", "C", "S", "H", "H", "H", "H", "H", "H", "H", "H", "H", "H", "H", "H", "H", "H", "H", "H", "C", "C", "C", "C", "N", "C", "C", "C", "C", "C", "C", "N", "H", "H", "H", "H", "H", "H", "H", "H", "C", "C", "C", "C", "N", "C", "C", "H", "H", "H", "H", "H", "H", "H", "C", "N", "C", "C", "C", "C", "C", "C", "C", "C", "H", "H", "H", "H", "H", "H", "H", "H", "H", "H", "H", "H", "H"], "xyz": [[-0.442, -1.666, 0.482], [3.388, 0.035, 0.935], [2.735, -0.025, 2.305], [1.701, -1.504, 2.546], [2.989, -2.769, 2.690], [2.482, -4.163, 2.340], [1.646, -4.334, 0.742], [2.958, -3.786, -0.377], [2.449, -3.741, -1.815], [1.150, -2.513, -2.135], [2.100, -1.107, -2.774], [2.902, -0.308, -1.746], [2.000, 0.528, -0.374], [3.931, -0.891, 0.719], [4.126, 0.847, 0.931], [2.043, 0.814, 2.438], [3.450, 0.008, 3.127], [3.350, -2.782, 3.717], [3.822, -2.484, 2.049], [1.734, -4.492, 3.065], [3.309, -4.871, 2.372], [3.790, -4.489, -0.300], [3.291, -2.795, -0.060], [2.028, -4.707, -2.096], [3.274, -3.529, -2.493], [1.357, -0.500, -3.278], [2.781, -1.496, -3.534], [3.509, 0.429, -2.284], [3.607, -0.978, -1.262], [-4.711, 0.812, 0.484], [-5.600, -0.034, -0.156], [-5.282, -1.377, -0.274], [-4.078, -1.832, 0.246], [-3.198, -1.015, 0.842], [-3.524, 0.278, 0.963], [-3.712, -3.282, 0.194], [-4.687, -4.263, 0.318], [-4.307, -5.595, 0.315], [-2.966, -5.908, 0.183], [-2.061, -4.868, 0.056], [-2.413, -3.577, 0.062], [-4.924, 1.868, 0.605], [-6.531, 0.345, -0.558], [-5.954, -2.059, -0.778], [-2.798, 0.898, 1.473], [-5.727, -3.986, 0.443], [-5.049, -6.377, 0.422], [-2.624, -6.935, 0.180], [-1.001, -5.075, -0.063], [0.294, 4.781, 4.486], [-0.029, 3.480, 3.800], [-0.028, 3.358, 2.416], [-0.333, 2.137, 1.833], [-0.636, 1.044, 2.542], [-0.638, 1.161, 3.875], [-0.345, 2.341, 4.535], [0.586, 5.549, 3.771], [1.107, 4.649, 5.202], [-0.572, 5.146, 5.043], [0.209, 4.216, 1.793], [-0.330, 2.020, 0.748], [-0.879, 0.262, 4.434], [-0.360, 2.375, 5.620], [0.706, 5.106, -3.230], [1.671, 4.131, -2.641], [1.501, 4.048, -1.154], [1.608, 2.759, -3.332], [0.356, 1.995, -3.016], [-0.764, 2.164, -3.844], [-1.961, 1.536, -3.529], [-2.029, 0.773, -2.367], [-0.889, 0.596, -1.582], [0.349, 1.154, -1.892], [0.828, 6.066, -2.736], [-0.297, 4.727, -3.067], [0.895, 5.204, -4.295], [2.606, 4.484, -2.814], [0.462, 3.806, -0.946], [1.767, 5.014, -0.727], [2.120, 3.243, -0.761], [2.487, 2.225, -2.978], [1.710, 2.976, -4.394], [-0.699, 2.771, -4.747], [-2.826, 1.645, -4.172], [-2.971, 0.310, -2.082], [-0.989, 0.000, -0.679]]}


{"formula": "C33H44O33", "method": "ωB97M-V/def2-TZVPD", "homo_lumo_gap_ev": 10.336, "de_lowest_kcal_mol": 188.9, "charge": 0, "symbols": ["C", "C", "O", "C", "O", "O", "H", "H", "H", "H", "C", "C", "O", "C", "O", "O", "H", "H", "H", "H", "C", "C", "O", "C", "O", "O", "H", "H", "H", "H", "C", "C", "O", "C", "O", "O", "H", "H", "H", "H", "C", "C", "O", "C", "O", "O", "H", "H", "H", "H", "C", "C", "O", "C", "O", "O", "H", "H", "H", "H", "C", "C", "O", "C", "O", "O", "H", "H", "H", "H", "C", "C", "O", "C", "O", "O", "H", "H", "H", "H", "C", "C", "O", "C", "O", "O", "H", "H", "H", "H", "C", "C", "O", "C", "O", "O", "H", "H", "H", "H", "C", "C", "O", "C", "O", "O", "H", "H", "H", "H"], "xyz": [[-6.715, 5.791, -1.889], [-5.989, 6.156, -0.548], [-6.833, 7.266, -0.195], [-7.955, 7.208, -0.920], [-8.955, 7.955, -0.763], [-7.931, 6.259, -1.849], [-7.011, 4.745, -1.963], [-6.240, 5.997, -2.849], [-4.911, 6.311, -0.499], [-6.158, 5.401, 0.219], [3.111, -3.923, -6.149], [4.494, -3.920, -6.779], [4.344, -3.128, -7.978], [3.066, -2.921, -8.197], [2.612, -2.221, -9.095], [2.370, -3.375, -7.113], [2.907, -3.192, -5.366], [2.955, -4.990, -5.991], [4.666, -4.949, -7.095], [5.271, -3.595, -6.088], [4.948, -6.104, 1.930], [5.173, -4.719, 1.505], [4.376, -4.579, 0.333], [3.796, -5.771, 0.012], [3.179, -5.882, -1.015], [4.014, -6.621, 0.940], [4.689, -6.047, 2.987], [5.906, -6.624, 1.937], [6.211, -4.407, 1.386], [4.810, -3.938, 2.175], [-4.586, -5.314, -1.798], [-3.462, -5.519, -0.828], [-3.708, -4.400, -0.012], [-5.070, -4.128, -0.044], [-5.552, -3.283, 0.709], [-5.581, -4.807, -0.941], [-4.917, -6.181, -2.371], [-4.286, -4.575, -2.541], [-2.472, -5.490, -1.283], [-3.623, -6.480, -0.340], [7.218, 2.868, 5.053], [7.689, 1.454, 4.790], [6.838, 1.060, 3.768], [5.688, 1.762, 3.833], [4.667, 1.486, 3.111], [5.851, 2.732, 4.741], [7.694, 3.586, 4.385], [7.183, 3.102, 6.117], [7.483, 0.834, 5.663], [8.727, 1.230, 4.542], [-1.685, -3.161, 6.185], [-0.952, -1.977, 5.555], [-0.266, -2.647, 4.506], [-0.617, -3.884, 4.314], [-0.207, -4.511, 3.356], [-1.353, -4.269, 5.366], [-2.761, -2.988, 6.189], [-1.388, -3.303, 7.224], [-0.333, -1.379, 6.224], [-1.428, -1.115, 5.087], [7.504, 0.945, -3.381], [6.717, -0.148, -2.606], [5.471, -0.115, -3.138], [5.401, 0.839, -4.062], [4.291, 0.946, -4.509], [6.529, 1.621, -4.176], [8.348, 0.545, -3.942], [7.907, 1.553, -2.571], [6.627, 0.077, -1.544], [7.084, -1.165, -2.748], [-0.716, 6.157, 4.240], [0.124, 5.760, 2.950], [0.343, 6.960, 2.279], [-0.099, 7.987, 2.873], [-0.237, 9.054, 2.390], [-0.456, 7.573, 4.230], [-0.374, 5.647, 5.141], [-1.786, 5.984, 4.131], [-0.382, 4.940, 2.440], [1.130, 5.385, 3.137], [-2.474, -1.026, -8.938], [-2.194, -0.677, -7.428], [-2.810, -1.698, -6.728], [-3.170, -2.713, -7.552], [-3.586, -3.870, -7.287], [-2.753, -2.351, -8.797], [-1.633, -0.767, -9.582], [-3.451, -0.676, -9.269], [-2.516, 0.337, -7.194], [-1.108, -0.685, -7.333], [-0.818, -0.754, -1.606], [-0.194, -1.012, -0.322], [-0.777, -0.106, 0.549], [-1.945, 0.310, 0.005], [-2.706, 1.152, 0.537], [-2.104, -0.291, -1.207], [-0.810, -1.689, -2.166], [-0.268, -0.026, -2.204], [0.867, -0.771, -0.389], [-0.430, -2.061, -0.143], [-5.777, 2.958, 5.656], [-6.602, 4.014, 6.340], [-5.783, 4.534, 7.345], [-4.697, 3.863, 7.502], [-3.940, 4.186, 8.286], [-4.575, 2.973, 6.415], [-5.520, 3.240, 4.635], [-6.247, 1.983, 5.787], [-7.474, 3.567, 6.815], [-6.920, 4.622, 5.493]]}


{"formula": "C33H45BrN3O2RhSi", "method": "ωB97M-V/def2-TZVPD", "multiplicity": 5, "homo_lumo_gap_ev": [6.180, 5.873], "s2": 6.04, "charge": 0, "symbols": ["Rh", "O", "C", "C", "C", "C", "C", "C", "C", "N", "C", "C", "N", "C", "C", "C", "C", "C", "C", "C", "O", "H", "H", "H", "H", "H", "H", "H", "H", "H", "H", "H", "H", "H", "H", "Br", "C", "C", "C", "C", "C", "N", "H", "H", "H", "H", "C", "C", "C", "C", "Si", "C", "C", "C", "C", "C", "C", "C", "C", "H", "H", "H", "H", "H", "H", "H", "H", "H", "H", "H", "H", "H", "H", "H", "H", "H", "H", "H", "H", "H", "H", "H", "H", "H", "H", "H"], "xyz": [[0.192, -0.121, -0.042], [0.220, -0.189, 1.932], [1.120, 0.337, 2.727], [0.843, 0.282, 4.110], [1.695, 0.824, 5.039], [2.873, 1.467, 4.639], [3.159, 1.540, 3.299], [2.322, 0.972, 2.322], [2.764, 1.109, 0.949], [2.310, 0.462, -0.052], [2.781, 0.811, -1.390], [1.807, 0.261, -2.439], [0.436, 0.336, -1.948], [-0.437, 1.131, -2.690], [-1.120, 2.224, -2.169], [-2.039, 2.956, -2.974], [-2.741, 4.015, -2.471], [-2.558, 4.410, -1.130], [-1.684, 3.726, -0.316], [-0.937, 2.632, -0.794], [-0.101, 2.023, -0.012], [-0.081, -0.199, 4.406], [1.445, 0.763, 6.091], [3.541, 1.902, 5.370], [4.061, 2.042, 2.967], [3.565, 1.839, 0.790], [2.856, 1.898, -1.483], [3.772, 0.382, -1.559], [1.910, 0.840, -3.359], [2.047, -0.775, -2.671], [-0.528, 0.896, -3.748], [-2.182, 2.642, -4.002], [-3.443, 4.548, -3.099], [-3.113, 5.251, -0.735], [-1.539, 4.012, 0.718], [-2.654, 1.454, 2.449], [-3.460, 0.905, 0.829], [-4.839, 1.036, 0.725], [-5.429, 0.714, -0.482], [-4.623, 0.290, -1.528], [-3.265, 0.182, -1.304], [-2.678, 0.461, -0.135], [-5.414, 1.397, 1.564], [-6.499, 0.809, -0.608], [-5.033, 0.048, -2.498], [-2.596, -0.135, -2.095], [1.890, -3.243, -2.115], [0.403, -3.435, -1.770], [-0.435, -2.731, -2.849], [0.107, -4.940, -1.901], [0.057, -2.724, 0.012], [1.446, -3.348, 1.242], [1.823, -4.815, 0.969], [0.976, -3.285, 2.705], [2.739, -2.523, 1.158], [-1.652, -3.352, 0.671], [-2.720, -3.249, -0.423], [-2.102, -2.502, 1.871], [-1.647, -4.821, 1.126], [2.038, -3.378, -3.193], [2.520, -3.975, -1.610], [2.267, -2.258, -1.843], [-0.091, -3.053, -3.839], [-0.357, -1.648, -2.799], [-1.489, -2.990, -2.775], [0.421, -5.271, -2.898], [-0.955, -5.164, -1.811], [0.646, -5.545, -1.174], [0.965, -5.486, 0.962], [2.490, -5.147, 1.773], [2.365, -4.942, 0.033], [0.258, -4.070, 2.939], [0.532, -2.330, 2.962], [1.843, -3.439, 3.357], [3.184, -2.527, 0.165], [3.474, -2.951, 1.850], [2.578, -1.490, 1.453], [-2.732, -2.278, -0.904], [-3.709, -3.411, 0.021], [-2.586, -4.004, -1.198], [-1.985, -1.439, 1.693], [-1.538, -2.739, 2.771], [-3.159, -2.701, 2.082], [-1.333, -5.508, 0.340], [-2.671, -5.094, 1.409], [-1.019, -4.990, 1.998]]}


{"formula": "C33H45N3O11S2", "method": "ωB97M-V/def2-TZVPD", "homo_lumo_gap_ev": 8.056, "charge": 0, "symbols": ["C", "O", "C", "C", "C", "C", "C", "C", "C", "C", "N", "S", "N", "C", "C", "C", "N", "C", "S", "H", "H", "H", "H", "H", "H", "H", "H", "H", "H", "H", "H", "H", "H", "H", "O", "C", "O", "C", "C", "C", "H", "H", "H", "H", "H", "H", "O", "C", "O", "C", "C", "C", "H", "H", "H", "H", "H", "H", "O", "C", "O", "C", "C", "C", "H", "H", "H", "H", "H", "H", "O", "C", "O", "C", "C", "C", "H", "H", "H", "H", "H", "H", "O", "C", "O", "C", "C", "C", "H", "H", "H", "H", "H", "H"], "xyz": [[-0.339, -4.471, -2.176], [0.963, -4.039, -1.832], [1.066, -2.633, -1.632], [2.520, -2.251, -1.682], [2.742, -0.750, -1.506], [2.517, -0.240, -0.076], [1.146, 0.375, 0.229], [0.724, 1.418, -0.775], [1.473, 2.528, -0.940], [1.096, 3.494, -1.911], [1.723, 4.620, -2.207], [0.860, 5.331, -3.382], [-0.305, 4.256, -3.560], [-0.066, 3.271, -2.694], [-0.847, 2.116, -2.518], [-0.454, 1.221, -1.583], [-1.202, 0.034, -1.356], [-1.818, -0.548, -2.216], [-2.604, -1.301, -3.319], [-0.556, -5.388, -1.629], [-0.396, -4.695, -3.241], [-1.093, -3.734, -1.905], [0.622, -2.362, -0.671], [0.503, -2.122, -2.421], [3.074, -2.814, -0.935], [2.877, -2.538, -2.671], [3.784, -0.556, -1.758], [2.155, -0.212, -2.252], [2.666, -1.074, 0.606], [3.267, 0.509, 0.165], [0.381, -0.379, 0.367], [1.235, 0.880, 1.191], [2.373, 2.698, -0.368], [-1.726, 1.946, -3.122], [3.155, 1.443, 1.340], [3.032, 2.483, 1.920], [3.936, 3.484, 1.801], [3.588, 4.580, 2.668], [2.097, 4.416, 2.931], [1.928, 2.901, 2.874], [4.184, 4.503, 3.581], [3.840, 5.510, 2.164], [1.772, 4.871, 3.863], [1.525, 4.869, 2.123], [2.107, 2.423, 3.838], [0.957, 2.597, 2.492], [-4.597, 3.490, -8.516], [-3.956, 3.855, -7.576], [-3.264, 2.998, -6.788], [-2.672, 3.697, -5.679], [-2.578, 5.150, -6.127], [-3.791, 5.271, -7.049], [-3.322, 3.575, -4.808], [-1.704, 3.261, -5.461], [-2.572, 5.852, -5.297], [-1.662, 5.298, -6.701], [-4.698, 5.539, -6.506], [-3.642, 5.965, -7.872], [-0.965, 5.054, 2.848], [-1.205, 5.425, 1.737], [-1.535, 4.558, 0.758], [-1.622, 5.238, -0.503], [-1.882, 6.700, -0.156], [-1.135, 6.833, 1.173], [-0.671, 5.094, -1.018], [-2.418, 4.785, -1.090], [-1.544, 7.388, -0.928], [-2.949, 6.862, -0.001], [-0.083, 7.086, 1.024], [-1.585, 7.541, 1.862], [1.402, -3.200, 1.599], [1.434, -4.388, 1.747], [0.711, -5.019, 2.699], [1.019, -6.428, 2.711], [1.580, -6.722, 1.324], [2.257, -5.397, 0.971], [1.754, -6.612, 3.499], [0.115, -6.989, 2.928], [2.243, -7.584, 1.305], [0.760, -6.911, 0.630], [3.286, -5.349, 1.334], [2.229, -5.165, -0.090], [-1.407, -8.407, 3.692], [-1.703, -8.205, 4.834], [-2.285, -9.148, 5.607], [-2.627, -8.601, 6.893], [-1.713, -7.392, 7.069], [-1.544, -6.919, 5.626], [-3.683, -8.324, 6.877], [-2.477, -9.369, 7.646], [-2.123, -6.643, 7.742], [-0.750, -7.712, 7.467], [-2.332, -6.230, 5.320], [-0.575, -6.468, 5.429]]}